No. 1
The following is a DFT calculation (ωB97M-V/def2-TZVPD) of the ion C5H13N2O with charge +1 at a distorted geometry.

Summary:
M (g/mol): 117.172
Largest force on an atom (eV Å⁻¹): 2.347
Charge: +1
ΔE to the lowest compared entry with this formula, charge and spin (kJ/mol): 141.1
HOMO level (eV): -13.89
SMILES: CCNC(=O)C[NH2+]C
Total energy (eV): -10416.734
Orbital gap (eV): 10.8
E_LUMO (eV): -3.134

Positions of all 21 atoms, in Å:
O: 0.3033 -0.6080 1.8350
C: -0.3427 0.0183 1.0148
N: -0.8404 1.2604 1.2571
C: -0.5237 2.3756 0.3435
C: 0.9260 2.3788 -0.1650
C: -0.7685 -0.7114 -0.2664
N: -0.2919 -2.1131 -0.0316
C: 0.7164 -2.6321 -0.9808
H: -0.7603 1.4944 2.2370
H: -1.2159 2.3149 -0.4980
H: -0.7977 3.2969 0.8404
H: 1.4029 3.3588 -0.0786
H: 0.9051 2.4301 -1.2702
H: 1.4757 1.4846 0.0887
H: -1.8481 -0.7079 -0.2682
H: -0.3916 -0.3454 -1.2141
H: 0.1478 -2.1472 0.9038
H: -1.0862 -2.7056 -0.0811
H: 0.7260 -3.7224 -0.9764
H: 1.7134 -2.3263 -0.6677
H: 0.5503 -2.3933 -2.0221

Atomic forces in eV per Å
-0.2 -0.4 0.2
0.0 0.7 0.4
0.3 0.0 0.0
-0.5 -0.3 -0.6
-0.7 1.1 -1.9
0.4 -0.2 0.8
0.5 0.2 -1.4
1.1 -0.9 -0.4
0.3 0.0 0.1
0.0 0.0 -0.1
0.1 0.0 0.3
0.4 -0.4 1.2
-0.3 -0.7 0.2
0.5 0.2 0.5
-0.3 0.0 -0.2
0.1 0.2 0.1
-0.3 0.4 0.4
-0.9 -0.8 0.3
-0.2 0.0 0.4
-0.1 0.3 -0.1
-0.3 0.6 0.0



No. 2
The following is a DFT calculation (ωB97M-V/def2-TZVPD) of the ion C5H13N2S with charge -1 at a distorted geometry.

Summary:
M (g/mol): 133.240
Largest force on an atom (eV Å⁻¹): 4.472
Charge: -1
ΔE to the lowest compared entry with this formula, charge and spin (kJ/mol): 214.1
HOMO level (eV): -2.47
SMILES: CCNC[C@@H](N)C[S-]
Total energy (eV): -19210.059
Orbital gap (eV): 5.9
E_LUMO (eV): 3.415

Positions of all 21 atoms, in Å:
N: -0.0835 2.1353 0.0371
C: -0.4352 0.9240 0.8061
C: -1.5184 1.1163 1.9265
S: -1.5172 2.8281 2.6991
C: -1.0450 -0.0054 -0.2455
N: -0.2212 -1.2961 -0.5048
C: 0.8909 -1.0757 -1.5012
C: 2.0888 -2.1039 -1.1570
H: -0.9594 2.7993 0.0491
H: 0.6597 2.5670 0.5493
H: 0.4508 0.5607 1.2964
H: -2.4186 1.1803 1.2993
H: -1.6292 0.3430 2.6137
H: -1.3640 0.5922 -1.2209
H: -2.1378 -0.3011 0.1987
H: 0.1022 -1.4060 0.5015
H: 1.4906 -0.1277 -1.4981
H: 0.5863 -1.3810 -2.5069
H: 2.7407 -1.9914 -0.3212
H: 2.6381 -2.2900 -2.0813
H: 1.6814 -3.0680 -0.9400

Atomic forces in eV per Å
-1.7 0.8 0.0
-1.4 0.7 -0.5
-0.3 3.8 -2.3
0.3 -0.9 0.2
-2.7 -1.6 -0.7
-0.3 2.4 0.6
2.4 -1.5 2.4
-1.7 -0.3 -1.5
2.4 -1.4 0.4
-0.1 1.0 0.4
0.7 -0.5 -0.2
-0.2 -0.3 0.5
0.2 -1.5 1.1
1.2 -1.4 1.8
2.6 -0.1 -1.2
0.4 -0.3 -2.0
-1.5 -0.1 0.0
-0.3 0.5 0.2
0.5 1.2 0.5
0.4 0.3 0.1
-0.8 -0.8 0.0



No. 3
The following is a DFT calculation (ωB97M-V/def2-TZVPD) of a cluster of 2 separate species, C5H13N2S in total at a distorted geometry.

Summary:
M (g/mol): 133.240
Largest force on an atom (eV Å⁻¹): 5.388
Charge: +1
ΔE to the lowest compared entry with this formula, charge and spin (kJ/mol): 423.9
HOMO level (alpha / beta) (eV): -11.92 / -11.42
Total energy (eV): -19200.477
Orbital gap (alpha / beta) (eV): 8.4 / 8.1
E_LUMO (alpha / beta) (eV): -3.520 / -3.289

Positions of all 21 atoms, in Å:
C: -1.4815 -0.3955 -0.9137
C: -2.3250 -0.9039 0.2741
C: -0.1560 0.5912 0.7409
C: 1.5870 -0.6253 2.1447
C: 0.6598 0.3175 -1.5851
N: 0.2696 1.8619 0.5835
N: -0.1349 -0.2449 -0.4602
S: -1.7592 0.3715 1.4996
H: -1.5897 -1.0771 -1.8549
H: -1.9366 0.5704 -1.2051
H: -3.3923 -0.6600 0.2284
H: -2.0162 -1.9643 0.5389
H: 1.0569 -1.0084 2.9357
H: 2.2373 0.3391 2.2520
H: 1.7677 -1.2521 1.2574
H: 0.2156 1.2866 -1.7608
H: 1.7013 0.4465 -1.4912
H: 0.6131 -0.3859 -2.3617
H: 1.2695 1.8291 0.2786
H: 0.1189 2.6467 1.2654
H: 0.0798 -1.2171 -0.2012

Atomic forces in eV per Å
-4.6 -1.0 -2.6
1.7 0.5 0.4
-0.3 -1.6 3.5
1.2 3.3 -3.5
-0.4 0.2 0.1
2.3 2.1 -0.8
1.1 -0.4 -0.6
0.1 -0.5 0.4
0.7 1.0 1.7
0.7 -0.3 0.1
0.3 -0.8 -0.5
-0.9 1.3 0.0
-1.0 -0.7 1.7
-1.3 -2.2 0.0
0.3 0.2 0.8
-0.1 0.0 -0.6
1.3 0.1 1.3
-0.7 -0.6 -1.4
-1.1 0.7 0.6
-0.2 -1.7 -0.8
1.0 0.5 0.1



No. 4
The following is a DFT calculation (ωB97M-V/def2-TZVPD) of a cluster of 3 separate species, C5H13N3 in total at a distorted geometry.

Summary:
M (g/mol): 115.180
Largest force on an atom (eV Å⁻¹): 1.898
Charge: 0
ΔE to the lowest compared entry with this formula, charge and spin (kJ/mol): 528.0
HOMO level (alpha / beta) (eV): -7.34 / -7.95
Total energy (eV): -9860.894
Orbital gap (alpha / beta) (eV): 7.9 / 8.7
E_LUMO (alpha / beta) (eV): 0.563 / 0.757

Positions of all 21 atoms, in Å:
C: 0.3718 0.3586 -0.0264
C: -1.0914 -1.5363 0.1365
C: -0.3605 0.9418 -1.2163
C: 1.8877 -1.2996 -0.9090
C: 1.4020 1.2468 0.6137
N: -0.0734 -0.6602 0.6678
N: -1.4697 1.0734 1.7714
N: -2.5609 0.6167 1.7589
H: -3.2883 1.1049 2.3625
H: -1.2177 -1.5147 -0.9508
H: -0.8674 -2.5593 0.4404
H: -2.0552 -1.2544 0.5843
H: -1.4270 1.0447 -1.0122
H: 0.0422 1.9157 -1.4942
H: 1.8962 0.7287 1.4338
H: 0.9075 2.1378 1.0108
H: 2.1377 1.5838 -0.1209
H: 2.3845 -0.5656 -1.5293
H: 2.3941 -1.6433 -0.0197
H: 1.2451 -2.0043 -1.4176
H: -0.2574 0.2845 -2.0837

Atomic forces in eV per Å
-1.1 -1.1 1.1
-0.2 0.4 0.0
0.4 -0.4 -0.4
0.6 -0.2 -0.6
0.0 -0.1 -0.1
1.0 0.8 -0.8
-1.8 0.1 0.5
0.8 0.6 0.2
0.3 -0.1 -0.1
0.1 0.1 0.0
0.0 0.0 0.0
0.1 -0.2 -0.1
0.0 0.0 0.1
0.0 0.0 0.1
0.0 0.0 -0.1
0.0 0.0 0.0
0.0 0.0 0.1
0.1 0.0 0.0
-0.1 0.1 0.0
-0.1 0.0 0.1
-0.1 0.1 0.0